Entry 1:
Molecular formula: C17H21NO4
Method: DFT, ωB97M-V with the def2-TZVPD basis set

LUMO (eV): 0.12
Molecular weight (g/mol): 303.36

Atoms and positions in Å:
O 2.056 0.203 -0.177
O -2.059 -4.436 0.892
O -4.199 -0.867 -0.954
O 1.605 1.926 -1.573
N -2.908 -2.444 -0.129
C 4.171 6.517 0.339
C -1.256 -1.124 -1.225
C 3.669 1.855 -0.414
C -2.927 -3.889 0.370
C -5.080 -3.045 -0.581
C -0.658 -1.870 0.884
C 2.833 3.092 1.533
C 3.786 2.125 0.851
C -4.057 -2.156 -0.673
C 2.879 4.273 0.833
C -0.054 -0.371 -1.420
C 0.529 -1.249 1.027
C 2.212 1.532 -0.644
C 4.172 5.044 0.881
C 0.682 -0.408 -0.213
C -1.748 -1.726 -0.358
C -4.333 -4.203 0.295
H -6.060 -2.552 0.057
H 0.177 0.324 -2.054
H 2.108 5.162 1.532
H 3.588 7.271 1.043
H 2.678 4.238 -0.367
H 4.033 2.516 -1.044
H -2.073 -0.922 -2.173
H 4.728 5.253 2.086
H 5.243 7.115 0.322
H 4.407 0.925 -0.818
H 1.954 2.562 1.614
H 3.772 6.496 -0.666
H 3.714 1.099 1.665
H 0.956 -1.172 1.828
H -4.276 -5.317 -0.683
H 4.835 2.491 1.165
H 3.075 3.359 2.612
H 5.072 4.536 0.411
H -4.866 -4.622 1.077
H -1.109 -2.330 1.887
H -5.485 -3.408 -1.446

Entry 2:
Molecular formula: C20H24N6O2RhTe
Method: DFT, ωB97M-V with the def2-TZVPD basis set

Net charge: +1
LUMO (spin up / spin down) (eV): -2.59 / -4.70
2S+1: 5
Molecular weight (g/mol): 610.96

Atoms and positions in Å:
Te -0.273 -3.643 -0.710
Rh -0.139 -0.802 -0.290
O -0.668 -0.885 -2.266
O 1.816 -0.695 0.281
N -0.142 3.873 0.063
N -0.416 1.475 -0.428
N 1.196 5.563 0.780
N -0.525 -0.638 1.923
N -2.363 -0.969 -0.014
N 2.058 3.430 0.815
C -1.931 -0.668 2.342
C 3.759 0.166 1.245
C 1.060 -3.658 -2.364
C 1.023 -4.794 0.528
C 0.293 -0.062 2.724
C -2.767 -1.400 1.306
C -4.039 0.371 -2.952
C 2.383 -0.145 1.322
C -3.228 -0.562 -0.863
C 1.694 0.185 2.516
C -3.899 0.733 -4.269
C -2.664 0.537 -4.896
C -0.280 2.602 -0.193
C -2.966 -0.168 -2.219
C -1.716 -0.362 -2.859
C 1.039 4.257 0.539
C 4.408 0.777 2.292
C 2.393 0.808 3.570
C 3.728 1.107 3.472
C -1.600 -0.006 -4.216
H 0.419 6.173 0.600
H -4.731 1.151 -4.817
H 2.068 -3.463 -2.005
H -2.294 0.357 2.449
H -3.830 -1.214 1.483
H -2.601 -2.480 1.378
H 2.014 -4.349 0.541
H 1.846 1.051 4.474
H 2.011 2.458 0.550
H 2.046 5.947 1.149
H 0.616 -4.814 1.536
H -4.277 -0.512 -0.558
H -2.020 -1.165 3.311
H 1.007 -4.621 -2.862
H 5.464 1.001 2.205
H 1.062 -5.805 0.131
H -0.089 0.310 3.680
H -2.543 0.811 -5.937
H 2.965 3.780 1.071
H 0.741 -2.861 -3.031
H 4.254 1.575 4.292
H -4.992 0.501 -2.453
H -0.645 -0.163 -4.699
H 4.276 -0.096 0.332

Relative energy (zero: lowest compared OMol25 entry of this formula, charge and spin) list, top to bottom, in kcal per mole: 362.16; 0.00